No. 1
ORCA calculation (the ωB97M-V functional and the def2-TZVPD basis) on a 6-piece molecular cluster, C51H98BNO19S2 overall.

Structure (XYZ):
```
172
C51H98BNO19S2, DFT the ωB97M-V functional and the def2-TZVPD basis
C 2.545 -1.567 -0.815
C 1.028 -0.878 -0.913
C 0.014 -1.739 -1.872
O -0.956 -0.939 -2.635
C -0.422 -0.492 -3.931
C 0.161 -1.498 -5.121
C 0.775 -0.871 -6.544
C 0.803 0.770 -6.865
C 0.208 1.740 -5.675
C -0.399 1.131 -4.240
N -0.955 2.038 -3.156
C -2.310 2.606 -3.540
C -3.586 1.869 -2.794
C -3.321 1.860 -1.175
S -4.843 1.569 -0.122
C 0.035 3.165 -2.810
C 0.408 3.392 -1.221
C 1.469 4.590 -0.845
O 1.874 4.814 0.552
B 0.700 5.425 1.206
O 0.147 6.659 0.563
O 0.192 4.815 2.451
C 2.108 5.575 -2.035
C 3.141 6.809 -1.670
C 4.690 6.280 -1.940
C 5.037 4.860 -1.156
C 1.746 5.366 -3.655
C 0.710 4.130 -3.997
S 0.181 3.649 -5.770
H 2.418 -2.549 -0.177
H 2.876 -1.865 -1.913
H 3.341 -0.830 -0.328
H 1.095 0.267 -1.162
H 0.595 -0.940 0.196
H 0.676 -2.454 -2.544
H -0.630 -2.470 -1.183
H 0.181 -2.661 -4.961
H 1.202 -1.662 -7.318
H 1.249 1.207 -7.859
H -2.344 3.767 -3.344
H -2.489 2.465 -4.702
H -3.617 0.738 -3.172
H -4.625 2.389 -3.069
H -2.540 1.009 -0.933
H -2.846 2.910 -0.889
H -4.523 1.673 1.270
H -0.115 2.677 -0.438
H -0.594 7.020 1.137
H 0.412 3.821 2.495
H 2.964 7.190 -0.568
H 2.961 7.673 -2.473
H 4.827 6.036 -3.099
H 5.458 7.146 -1.647
H 4.335 3.964 -1.486
H 4.864 5.002 0.014
H 6.141 4.492 -1.349
H 2.188 6.039 -4.512
C 0.903 -8.759 2.667
O 0.239 -7.874 1.781
C 0.183 -6.540 2.287
C 0.036 -5.537 1.140
O 1.264 -5.287 0.443
C 1.739 -6.351 -0.394
C 0.921 -6.524 -1.676
O -0.306 -7.202 -1.398
C -1.336 -6.849 -2.307
H 0.345 -8.851 3.605
H 0.959 -9.743 2.190
H 1.922 -8.416 2.863
H 1.093 -6.306 2.856
H -0.687 -6.475 2.948
H -0.254 -4.572 1.572
H -0.759 -5.820 0.448
H 1.827 -7.284 0.166
H 2.757 -6.062 -0.680
H 1.480 -7.138 -2.391
H 0.731 -5.540 -2.121
H -1.522 -5.770 -2.272
H -2.252 -7.362 -2.002
H -1.073 -7.156 -3.322
C -1.139 0.773 2.849
O -1.421 1.101 4.198
C -1.775 2.476 4.361
C -2.625 2.665 5.621
O -3.993 2.270 5.448
C -4.232 0.858 5.358
C -4.078 0.132 6.697
O -2.696 -0.056 7.008
C -2.460 -0.110 8.406
H -0.257 1.321 2.499
H -0.935 -0.300 2.792
H -2.000 0.992 2.211
H -2.337 2.833 3.489
H -0.845 3.045 4.455
H -2.659 3.738 5.844
H -2.181 2.178 6.491
H -3.624 0.405 4.573
H -5.276 0.761 5.040
H -4.537 -0.861 6.633
H -4.580 0.709 7.482
H -2.799 0.814 8.886
H -1.382 -0.201 8.567
H -2.962 -0.974 8.845
C -2.852 8.616 2.530
O -2.984 9.237 1.263
C -3.524 8.353 0.279
C -4.202 9.148 -0.840
O -5.500 9.642 -0.481
C -5.522 10.725 0.459
C -5.063 12.056 -0.140
O -3.638 12.091 -0.247
C -3.197 12.924 -1.307
H -2.128 7.795 2.479
H -2.489 9.364 3.242
H -3.819 8.248 2.882
H -4.257 7.674 0.734
H -2.693 7.772 -0.133
H -4.374 8.465 -1.681
H -3.566 9.952 -1.215
H -4.970 10.471 1.366
H -6.572 10.832 0.753
H -5.362 12.880 0.517
H -5.531 12.193 -1.122
H -3.606 12.575 -2.262
H -2.107 12.860 -1.361
H -3.486 13.961 -1.125
C 2.352 -2.106 3.155
O 2.392 -1.431 4.401
C 1.091 -1.065 4.863
C 1.087 -0.911 6.386
O 1.051 -2.164 7.084
C 2.258 -2.937 7.050
C 3.373 -2.360 7.925
O 3.991 -1.245 7.276
C 4.528 -0.313 8.200
H 1.966 -1.441 2.374
H 3.371 -2.405 2.894
H 1.738 -3.007 3.225
H 0.354 -1.826 4.575
H 0.833 -0.110 4.395
H 0.163 -0.394 6.669
H 1.913 -0.289 6.737
H 2.588 -3.107 6.023
H 1.985 -3.918 7.456
H 4.148 -3.117 8.083
H 2.957 -2.064 8.895
H 3.741 0.066 8.862
H 4.934 0.531 7.637
H 5.328 -0.772 8.785
C 2.020 -10.243 -4.049
O 2.552 -9.597 -5.193
C 3.266 -10.497 -6.042
C 3.296 -9.967 -7.479
O 2.066 -10.175 -8.188
C 0.963 -9.353 -7.785
C 1.099 -7.895 -8.232
O 2.014 -7.196 -7.385
C 2.660 -6.127 -8.055
H 2.829 -10.625 -3.416
H 1.442 -9.510 -3.479
H 1.350 -11.055 -4.341
H 2.794 -11.488 -6.033
H 4.286 -10.574 -5.656
H 4.050 -10.540 -8.032
H 3.603 -8.921 -7.523
H 0.778 -9.438 -6.712
H 0.086 -9.778 -8.286
H 0.129 -7.392 -8.152
H 1.433 -7.865 -9.275
H 3.212 -6.500 -8.925
H 3.379 -5.675 -7.366
H 1.934 -5.371 -8.361
```

Summary:
SMILES: CCCOc1cccc2c1N(CCCS)c1cc(OB(O)O)c(CCC)cc1S2.COCCOCCOC.COCCOCCOC.COCCOCCOC.COCCOCCOC.COCCOCCOC
Total charge: 0
E_HOMO: -8.01 eV
Spin multiplicity: 1
Orbital gap: 7.80 eV

No. 2
ORCA calculation (the ωB97M-V functional and the def2-TZVPD basis) on a 2-piece molecular cluster, C7H9BrSi overall.

Structure (XYZ):
```
18
C7H9BrSi, DFT the ωB97M-V functional and the def2-TZVPD basis
C 2.513 0.945 1.378
C 2.344 0.432 0.108
C 1.368 1.349 2.092
C 1.085 0.260 -0.428
C 0.102 0.991 1.659
C -0.047 0.508 0.399
C -1.728 -1.977 -1.806
Si -2.647 -0.642 -0.814
Br -3.530 0.723 -2.329
H 3.451 0.971 1.898
H 3.061 0.232 -0.666
H 1.468 2.066 3.036
H 1.146 0.166 -1.482
H -0.624 1.375 2.348
H -1.907 -1.828 -2.852
H -0.631 -1.869 -1.525
H -2.065 -2.901 -1.481
H -3.361 -0.802 0.464
```

Summary:
Total charge: 0
ΔE to the lowest compared entry with this formula, charge and spin: 360.3 kJ/mol
E_HOMO (spin up / spin down): -7.76 / -7.66 eV
Spin multiplicity: 1
Orbital gap (spin up / spin down): 7.36 / 7.26 eV

Computed values of electronic energy (unit: Eh) for the preceding records, in sequence: -4306.6202; -3135.5233.